[1]
Entry from the Open Molecules 2025 dataset: C35H55EuN2O2P2 as an isolated structure at a distorted geometry (ωB97M-V/def2-TZVPD).

Summary:
- E: -82160.04871 eV
- E_LUMO (alpha / beta): -2.6 / -2.6 eV
- 2S+1: 8
- Charge: +1
- Orbital gap (alpha / beta): 4.55 / 4.63 eV
- HOMO level (alpha / beta): -7.12 / -7.19 eV

```
97
Properties=species:S:1:pos:R:3:lowdin_spin:R:1
C -1.678 -1.478 -1.874 0.001
C 0.653 -1.696 -1.786 0.002
C -1.776 -2.350 -2.959 0.000
C 0.572 -2.805 -2.650 0.000
C -0.643 -3.119 -3.282 0.001
H -2.781 -2.503 -3.394 0.000
H 1.494 -3.323 -2.933 0.000
H -0.724 -3.945 -4.013 0.000
N -0.508 -1.216 -1.243 -0.006
P -2.995 -0.386 0.290 -0.003
P 3.005 -0.571 -0.285 -0.006
C -2.839 -0.560 -1.552 0.001
H -2.503 0.410 -1.987 0.000
H -3.776 -0.806 -2.082 0.000
C 1.955 -0.878 -1.744 0.000
H 2.620 -1.382 -2.438 0.000
C 4.412 0.190 -1.199 0.000
C 3.375 -1.539 1.266 0.001
C -3.874 1.287 0.421 0.000
C -4.081 -1.864 0.729 -0.001
C 4.519 1.631 -0.699 0.000
H 4.604 1.669 0.385 0.000
H 5.398 2.094 -1.159 0.000
H 3.631 2.222 -0.983 0.000
C 5.710 -0.609 -0.962 0.000
H 6.024 -0.646 0.077 0.000
H 5.607 -1.646 -1.324 0.000
H 6.507 -0.113 -1.535 0.000
C 4.217 0.176 -2.730 0.000
H 5.075 0.686 -3.170 0.000
H 4.182 -0.853 -3.133 0.000
H 3.311 0.703 -3.055 0.000
C 4.283 -0.643 2.133 0.000
H 3.820 0.342 2.291 0.000
H 4.414 -1.126 3.116 0.000
H 5.277 -0.507 1.676 0.000
C 2.085 -1.882 2.058 0.000
H 1.692 -0.999 2.614 0.000
H 1.318 -2.383 1.424 0.000
H 2.368 -2.606 2.843 0.000
C 4.051 -2.870 0.885 -0.001
H 5.008 -2.730 0.367 0.000
H 4.240 -3.414 1.822 0.000
H 3.391 -3.490 0.250 0.000
C -4.771 -1.619 2.091 0.000
H -5.315 -2.533 2.368 0.000
H -4.056 -1.403 2.898 0.000
H -5.509 -0.809 2.037 0.000
C -3.158 -3.095 0.837 0.001
H -2.630 -3.282 -0.106 0.000
H -2.416 -3.001 1.642 0.001
H -3.781 -3.978 1.050 0.000
C -5.110 -2.132 -0.371 0.000
H -5.795 -2.913 -0.019 0.000
H -5.710 -1.253 -0.611 0.000
H -4.638 -2.503 -1.285 0.000
C -3.052 2.346 -0.336 0.001
H -3.057 2.161 -1.417 0.000
H -3.521 3.326 -0.164 0.000
H -2.007 2.413 0.015 0.001
C -3.977 1.701 1.902 0.001
H -2.990 1.782 2.377 0.001
H -4.454 2.691 1.945 0.000
H -4.590 1.014 2.496 0.000
C -5.260 1.164 -0.209 0.000
H -5.209 0.827 -1.251 0.000
H -5.925 0.504 0.363 0.000
H -5.725 2.160 -0.213 0.000
Eu -0.137 -0.160 1.122 7.011
C -1.165 -1.705 3.179 0.013
O -1.650 -2.061 4.159 0.010
N 1.297 1.029 -0.315 -0.030
C 1.508 0.679 -1.510 0.002
C 1.143 1.329 -2.787 -0.001
C 0.868 2.694 -2.696 0.001
C 1.037 0.676 -4.021 0.001
C 0.599 3.399 -3.858 0.000
H 0.869 3.194 -1.722 0.000
C 0.787 1.375 -5.175 0.000
H 1.248 -0.402 -4.098 0.000
C 0.637 2.741 -5.085 0.002
H 0.357 4.475 -3.822 0.000
H 0.750 0.870 -6.168 0.000
H 0.513 3.346 -6.003 0.000
C 0.536 3.398 3.931 0.000
C 0.310 2.439 5.101 0.000
C 0.085 1.042 4.500 0.001
O -0.018 1.225 3.057 -0.007
C 0.154 2.633 2.662 0.001
H -0.046 4.312 4.010 0.000
H 1.589 3.684 3.861 0.000
H -0.584 2.736 5.669 0.000
H 1.148 2.435 5.802 0.000
H 0.926 0.360 4.715 0.000
H -0.841 0.577 4.866 0.000
H -0.813 2.972 2.247 0.000
H 0.908 2.667 1.861 0.001
```

***

[2]
Entry from the Open Molecules 2025 dataset: C35H56AsF6KNO5 as an isolated structure at a distorted geometry (ωB97M-V/def2-TZVPD).

Summary:
- E: -142360.81186 eV
- E_LUMO: -5.3 eV
- Charge: +1
- Orbital gap: 4.27 eV
- HOMO level: -9.56 eV

```
105
Properties=species:S:1:pos:R:3:lowdin_charge:R:1
C 3.255 -1.239 2.033 0.056
C 2.319 -0.079 2.295 -0.161
C 0.736 -0.170 1.781 -0.153
C 0.103 1.322 1.413 0.014
C -0.982 1.970 2.508 -0.002
C -1.403 1.205 3.916 -0.112
C -2.558 0.038 3.709 -0.110
O -2.547 -1.045 4.532 -0.054
C -1.607 3.450 2.049 -0.007
C -2.687 4.161 3.102 -0.193
C -1.859 5.081 4.226 -0.145
C -1.130 4.162 0.617 0.013
C -1.864 5.632 0.306 -0.178
O -3.282 5.358 -0.087 -0.168
C -3.315 5.331 -1.578 -0.178
C -3.268 3.910 -2.457 0.007
C -3.258 3.943 -4.129 -0.041
C -3.271 5.357 -4.999 -0.036
C -3.342 6.751 -4.086 -0.041
C -3.353 6.734 -2.427 -0.012
N -0.113 3.519 -0.340 -0.012
C 0.287 4.275 -1.625 -0.076
C 1.432 5.448 -1.330 -0.328
C 1.998 5.445 0.209 -0.053
O 2.498 5.362 -2.369 -0.111
C 0.478 2.147 0.006 0.021
C 1.554 1.340 -0.987 -0.109
C 0.594 0.312 -1.890 -0.200
C 1.259 -1.178 -2.090 -0.189
C 0.059 -2.116 -2.780 -0.213
C 0.225 -3.710 -2.433 -0.210
C -1.192 -4.480 -2.097 -0.215
C -2.105 -3.745 -0.944 -0.227
C -2.962 -4.810 0.005 -0.248
C -4.491 -5.074 -0.617 -0.151
H 3.425 -2.130 2.778 0.080
H 3.839 -1.317 0.996 0.097
H 2.747 0.897 2.834 0.113
H 0.648 -0.843 0.809 0.109
H 0.146 -0.728 2.630 0.123
H -1.794 1.954 4.744 0.126
H -0.463 0.661 4.405 0.150
H -3.407 0.062 2.903 0.140
H -3.393 3.367 3.616 0.136
H -3.402 4.928 2.549 0.076
H -1.954 6.244 3.982 -0.069
H -0.713 4.766 4.222 0.125
H -2.377 4.931 5.266 0.112
H -1.282 6.277 -0.478 0.133
H -1.855 6.192 1.360 -0.048
H -3.220 2.837 -1.936 0.107
H -3.201 2.946 -4.781 0.101
H -3.235 5.426 -6.168 0.097
H -3.358 7.771 -4.696 0.099
H -3.377 7.775 -1.852 0.101
H -0.621 4.846 -2.114 0.117
H 0.689 3.539 -2.468 0.149
H 0.926 6.515 -1.500 0.149
H 1.144 5.868 0.919 0.076
H 2.294 4.368 0.566 0.095
H 2.894 6.225 0.317 0.119
H 2.194 5.990 -3.116 0.133
H 2.157 2.087 -1.668 0.120
H 2.342 0.717 -0.385 0.118
H 0.237 0.825 -2.882 0.121
H -0.394 0.144 -1.242 0.110
H 2.162 -1.200 -2.837 0.128
H 1.536 -1.683 -1.059 0.104
H -1.023 -1.695 -2.505 0.105
H 0.169 -2.004 -3.961 0.119
H 0.983 -3.937 -1.560 0.116
H 0.650 -4.224 -3.418 0.120
H -0.883 -5.540 -1.644 0.099
H -1.815 -4.736 -3.077 0.122
H -2.915 -3.096 -1.498 0.102
H -1.369 -3.093 -0.275 0.108
H -3.083 -4.337 1.073 0.102
H -2.446 -5.854 0.119 0.098
H -4.412 -5.345 -1.767 0.078
H -4.951 -5.979 -0.010 0.081
H -5.158 -4.098 -0.561 0.074
F 4.098 -3.965 3.557 -0.334
As 5.050 -4.941 4.758 0.949
F 5.670 -5.992 3.411 -0.313
F 3.633 -6.056 4.975 -0.314
F 6.003 -5.917 5.958 -0.310
F 4.431 -3.890 6.104 -0.319
F 6.468 -3.826 4.540 -0.317
C 2.271 -8.445 -0.548 -0.178
C 0.821 -8.091 -0.346 -0.187
C 0.908 -6.950 0.644 -0.207
O 2.149 -6.276 0.394 -0.141
C 2.940 -7.089 -0.485 -0.202
H 2.468 -8.974 -1.484 0.116
H 2.620 -9.072 0.281 0.123
H 0.391 -7.735 -1.290 0.103
H 0.211 -8.923 0.015 0.116
H 0.929 -7.318 1.675 0.125
H 0.079 -6.243 0.543 0.092
H 2.949 -6.605 -1.468 0.110
H 3.966 -7.143 -0.113 0.124
K -2.429 7.137 2.604 1.040
O 4.729 4.984 -4.646 -0.056
H 4.272 5.198 -3.819 -0.001
H 4.084 5.206 -5.334 0.037
```

***

What is the formula in the first record? C35H55EuN2O2P2

***

Which of these has the lowest E? C35H56AsF6KNO5

***

The lowest E belongs to which entry? C35H56AsF6KNO5

***

Among the records above, which one has the lowest E? C35H56AsF6KNO5